(1)
The following is a DFT calculation (ωB97M-V/def2-TZVPD) of an isolated ion of composition C10H13BNO3 and charge +1 at a distorted geometry.

Calculated values
SMILES string ... C#CC[n+]1ccc(OCC)cc1B(O)O
F_max ... 0.02577 Eh/bohr
Relative energy (zero: lowest compared OMol25 entry of this formula, charge and spin) ... 0.0 kcal per mole
LUMO level ... -4.219 eV
E ... -693.96196 Ha
Orbital gap ... 0.3595 Ha
Charge ... +1
HOMO level ... -14.001 eV

XYZ file:
```
28
Properties=species:S:1:pos:R:3:forces:R:3
C -0.735689 -2.830713 3.194751 -0.4 -0.5 -0.3
C -1.351250 -2.383973 2.272692 0.4 0.1 0.5
C -2.066751 -1.900719 1.122492 -0.1 -0.3 -0.1
N -1.199074 -1.093046 0.240423 0.2 0.1 -0.7
C -0.470334 -1.765602 -0.674761 -0.1 -0.3 0.1
C 0.364614 -1.131469 -1.537496 0.3 -0.3 -0.3
C 0.487342 0.243287 -1.480326 0.3 0.3 -0.2
O 1.264579 0.899003 -2.343286 0.0 0.0 0.1
C 2.687613 0.881442 -2.033943 0.4 0.3 -0.2
C 3.058269 2.062628 -1.172223 -0.2 -0.1 -0.1
C -0.238672 0.918257 -0.517437 0.1 0.4 -0.2
C -1.078063 0.253155 0.327975 -0.7 0.0 1.1
B -1.879532 1.143775 1.413597 -0.1 0.0 0.5
O -1.168257 2.014648 2.186249 0.3 0.0 -0.8
O -3.223331 1.060254 1.561251 0.1 -0.1 -0.6
H -0.304489 -3.468030 3.922767 0.3 0.2 0.4
H -2.381526 -2.768294 0.552996 -0.1 0.0 -0.3
H -2.966618 -1.376601 1.409146 0.0 0.4 0.0
H -0.566286 -2.837243 -0.701071 -0.2 -0.2 0.1
H 0.928645 -1.679637 -2.270552 0.0 -0.2 -0.1
H 2.978299 -0.072404 -1.600407 -0.2 -0.2 0.1
H 3.192149 0.983301 -2.984982 -0.1 -0.2 -0.3
H 2.852742 2.964126 -1.736108 -0.1 0.3 0.1
H 2.509004 2.068477 -0.235792 0.0 0.1 0.2
H 4.120342 2.053383 -0.951702 0.2 -0.1 0.1
H -0.136813 1.986109 -0.442050 0.0 0.2 0.1
H -1.295581 2.927508 1.901144 -0.1 0.2 0.6
H -3.636457 0.579367 0.835287 -0.3 0.0 0.2
```
Forces are in eV/Å.



(2)
The following is a DFT calculation (ωB97M-V/def2-TZVPD) of a single C10H13BrO2Si molecule at a distorted geometry.

Calculated values
F_max ... 0.11368 Eh/bohr
Relative energy (zero: lowest compared OMol25 entry of this formula, charge and spin) ... 62.9 kcal per mole
LUMO level (alpha / beta) ... -1.001 / -0.976 eV
E ... -3402.65486 Ha
Orbital gap (alpha / beta) ... 0.2495 / 0.2521 Ha
Charge ... 0
HOMO level (alpha / beta) ... -7.790 / -7.835 eV

XYZ file:
```
27
Properties=species:S:1:pos:R:3:forces:R:3
C 0.999852 -2.766628 0.229963 1.0 0.0 1.2
C 2.252017 -2.300118 0.621021 -4.2 1.7 -3.7
C 0.165679 -2.147706 -0.727406 0.6 2.7 -0.3
C 2.792960 -1.049282 0.069362 -0.5 0.6 -0.4
C 1.116383 0.017434 1.588700 -1.4 4.3 -0.5
C 0.473573 0.031468 0.240332 -1.6 -1.4 -1.5
C 1.908818 0.177918 0.299770 0.6 -0.5 0.4
C -2.427917 -0.151780 0.365931 2.1 -3.6 -0.8
C -1.263433 1.147292 -2.274566 -0.3 1.7 2.3
C -1.121637 2.674577 0.487815 -2.0 -1.4 0.1
O -0.386850 -2.197214 -1.768977 0.5 -0.2 1.4
O 3.875119 -0.954420 -0.444493 0.4 -0.3 -0.1
Si -1.119655 0.929703 -0.450141 1.0 0.6 2.8
Br 2.831791 1.756910 -0.264103 -0.3 0.3 0.2
H 0.464254 -3.501992 0.827126 0.3 -0.5 -0.2
H 2.974550 -2.801671 1.074797 2.4 -2.7 2.6
H 0.889998 1.018410 2.202329 0.7 -2.5 -1.2
H 1.195445 -0.909211 2.087409 0.3 -0.9 0.8
H -2.437594 -1.161115 -0.261214 -0.1 2.0 0.8
H -2.054841 -0.601567 1.327596 -0.3 1.0 -0.5
H -3.431359 0.124422 0.448019 -1.5 0.8 0.2
H -1.334380 2.223579 -2.372233 0.2 0.3 -0.5
H -0.384857 0.773689 -2.641927 2.2 -0.8 -1.5
H -2.096433 0.715718 -2.698694 -1.8 -1.1 -0.9
H -0.795046 2.579498 1.568403 0.0 0.4 -1.4
H -0.842585 3.562932 -0.078125 0.8 -0.2 0.3
H -2.243850 2.809155 0.543304 0.8 -0.1 0.2
```
Forces are in eV/Å.



(3)
The following is a DFT calculation (ωB97M-V/def2-TZVPD) of C10H13Cl3GeNOSSiSr as an isolated structure at a distorted geometry.

Calculated values
Multiplicity ... 2
F_max ... 0.04284 Eh/bohr
Relative energy (zero: lowest compared OMol25 entry of this formula, charge and spin) ... 3.7 kcal per mole
LUMO level (alpha / beta) ... -0.510 / -2.661 eV
E ... -4694.80833 Ha
Orbital gap (alpha / beta) ... 0.2908 / 0.2167 Ha
⟨S²⟩ ... 0.7570
Charge ... 0
HOMO level (alpha / beta) ... -8.423 / -8.558 eV

XYZ file:
```
32
Properties=species:S:1:pos:R:3:forces:R:3
Sr -2.166856 1.508502 -0.342245 1.9 0.0 1.0
O -2.419617 0.170792 -2.298553 0.0 -0.5 0.1
N -2.365691 -1.114023 -1.958240 -0.1 0.3 -0.4
C -1.462537 -1.880227 -2.613766 -0.2 0.0 0.2
C -1.354502 -3.217585 -2.344672 0.1 0.0 -0.1
C -2.202644 -3.783600 -1.399010 0.0 0.0 0.0
C -3.125002 -2.989595 -0.759151 -0.1 0.0 0.1
C -3.212335 -1.620095 -1.025036 -0.2 0.1 0.0
S -4.317435 -0.573512 -0.139166 0.3 -0.4 -0.3
H -0.872242 -1.326583 -3.325916 0.0 0.0 0.0
H -0.617330 -3.802697 -2.874514 0.0 0.0 0.0
H -2.141158 -4.839273 -1.173114 0.0 0.0 0.0
H -3.804427 -3.403689 -0.028346 0.0 0.0 0.0
C 3.259476 1.840289 3.361148 -0.2 0.1 0.1
Si 3.019468 1.152296 1.640125 0.5 -0.1 0.1
C 4.183639 2.040691 0.476873 -0.1 0.1 -0.1
C 3.483895 -0.661338 1.663578 -0.1 0.0 0.0
C 1.307826 1.333650 1.079437 -0.4 0.0 -0.2
C 0.163852 1.397103 0.636333 0.1 0.0 0.1
H 4.301510 1.759250 3.676700 0.0 0.0 0.0
H 2.636934 1.301281 4.079117 0.0 0.0 0.0
H 2.971835 2.893887 3.396880 0.0 0.0 0.0
H 5.220671 1.937884 0.803249 0.0 0.0 0.0
H 3.942671 3.104953 0.425232 0.0 0.0 0.0
H 4.095731 1.630387 -0.531930 0.0 0.0 0.0
H 4.522508 -0.800503 1.971162 0.0 0.0 0.0
H 3.355921 -1.093598 0.668407 0.0 0.0 0.0
H 2.841476 -1.208307 2.357409 0.0 0.0 0.0
Cl -4.553745 2.675139 0.578642 -0.6 0.2 0.2
Ge -4.840853 1.775939 -1.500445 -0.1 -0.2 -0.2
Cl -6.661240 2.659360 -2.133638 -0.7 0.3 -0.2
Cl -3.189798 3.133220 -2.366550 -0.4 0.3 -0.5
```
Forces are in eV/Å.



(4)
The following is a DFT calculation (ωB97M-V/def2-TZVPD) of C10H13ClNO7P2S2Ta as an isolated structure at a distorted geometry.

Calculated values
F_max ... 0.08835 Eh/bohr
Relative energy (zero: lowest compared OMol25 entry of this formula, charge and spin) ... 0.0 kcal per mole
LUMO level ... -7.916 eV
E ... -2966.35097 Ha
Orbital gap ... 0.2602 Ha
Charge ... +2
HOMO level ... -14.996 eV

XYZ file:
```
37
Properties=species:S:1:pos:R:3:forces:R:3
Ta -1.286333 -0.251723 -0.118682 4.0 -1.0 -1.9
O -2.992998 -0.168013 3.528999 0.0 0.1 -0.1
P -2.526638 -0.394420 2.093042 -0.3 0.1 0.7
O -1.295049 -1.237826 1.790193 -0.5 0.1 0.1
O -2.176808 0.911249 1.358026 -0.6 0.0 0.8
O -3.743209 -1.158915 1.286156 0.1 0.0 -0.2
P -3.484824 -1.455456 -0.296895 -0.9 -0.3 0.2
O -4.719584 -2.144373 -0.858215 0.0 0.2 0.0
O -2.104284 -2.121317 -0.433506 -0.5 0.1 0.0
O -3.157132 -0.084725 -0.913391 -0.6 -0.3 0.0
H -3.395303 -0.866893 4.062168 -0.1 -0.1 0.1
H -4.905905 -3.083519 -0.722009 -0.1 -0.2 0.0
S -1.312000 1.837141 -1.471701 -0.5 0.2 -0.2
C 0.109105 2.808857 -1.396405 0.1 -0.2 -0.1
N 0.493020 3.474282 -0.342772 0.2 0.3 0.2
C 1.501045 4.530322 -0.574540 0.0 -0.1 0.0
C 2.197462 4.162778 -1.888125 0.0 0.0 0.0
S 1.020025 3.108093 -2.801902 0.0 0.0 0.0
H -0.065560 3.457701 0.501401 0.0 0.0 0.0
H 2.201420 4.568304 0.254178 0.0 0.0 0.0
H 0.988318 5.488107 -0.645180 -0.1 0.0 0.0
H 3.107234 3.586741 -1.736539 0.0 0.0 0.0
H 2.421725 5.037647 -2.491278 0.0 0.0 0.0
Cl 0.908912 0.432625 1.103168 0.3 0.5 0.2
C 1.485069 -1.219884 0.792477 -0.1 0.1 0.1
C 2.150206 -1.912607 1.777573 0.1 0.0 0.1
C 2.558878 -3.197257 1.455619 0.0 -0.1 -0.1
C 2.288066 -3.733035 0.194370 0.0 0.0 0.1
C 1.591455 -3.004835 -0.754203 -0.1 -0.2 0.1
C 1.164446 -1.709589 -0.463492 -0.3 0.2 -0.1
C 0.411941 -0.825305 -1.409162 0.1 0.3 0.2
H 2.352267 -1.477927 2.747352 0.0 0.0 0.0
H 3.089891 -3.782607 2.194732 0.0 0.0 0.0
H 2.624891 -4.733296 -0.044182 0.0 0.0 0.0
H 1.380252 -3.431111 -1.727447 0.0 0.0 0.0
H 0.064195 -1.383520 -2.282067 -0.2 0.0 0.0
H 1.055811 -0.025695 -1.767773 -0.1 0.2 0.0
```
Forces are in eV/Å.